[1]
The following is a DFT calculation (the ωB97M-V functional and the def2-TZVPD basis) of a gas-phase ion, C8H13N5OS (charge +2) in a non-equilibrium geometry.

As for the energy relative to the best compared isomer or geometry (same formula, charge and spin): 0.0 kcal/mol. As for the SMILES: C[N@H+](N/N=C\S)/C(=N/C=[NH2+])c1ccco1. As for the total charge: +2. Its largest force on an atom is 0.09447 Eh/bohr. Its gap between HOMO and LUMO is 7.80 eV.

Geometry as XYZ:
```
28
Properties=species:S:1:pos:R:3:forces:R:3
C -3.401450 1.065035 0.454700 -0.773 -0.189 1.161
C -2.570409 0.554162 -0.557375 2.338 1.144 2.689
C -2.584007 1.400533 1.539678 -1.161 0.410 -0.899
C -1.275179 0.692178 -0.029385 -0.071 0.420 -0.362
C 0.034584 0.525562 -0.574593 -1.641 -0.096 -2.403
C 0.787634 -2.212455 1.659503 0.381 -0.647 1.692
C -0.144098 -0.352700 -2.910156 1.091 -1.160 2.072
C 2.513501 1.084060 -0.261597 1.239 -1.772 -3.180
N 0.269853 0.138519 -1.761612 0.518 0.754 0.507
N 0.698791 -1.165263 0.935420 0.920 -0.369 -0.355
N -0.013378 -1.669768 -3.032168 -0.463 1.947 -0.916
N 1.138443 0.083471 1.423333 0.021 -0.372 1.239
N 1.153154 1.012780 0.247714 1.086 -4.705 0.536
O -1.305308 1.252178 1.197917 -0.038 -0.192 0.964
S 1.251381 -2.542751 3.316841 0.147 2.853 0.416
H -4.500086 1.144389 0.518764 0.846 -0.171 -0.360
H -2.642959 0.165743 -1.506166 -1.190 -0.719 -1.887
H -2.838932 1.798955 2.540276 0.420 -0.303 -0.880
H 0.566486 -3.253320 1.384734 -0.502 0.871 -1.486
H -0.434007 0.361899 -3.665558 -0.162 -0.338 -0.616
H 3.128568 1.551176 0.415576 0.968 1.244 2.283
H 3.008713 0.005035 -0.318913 -1.506 2.271 -0.707
H 2.598653 1.802645 -1.132152 -0.303 -1.491 0.393
H -0.013718 -2.071673 -3.958183 -0.185 -0.476 0.101
H 0.348018 -2.135054 -2.213103 0.051 -0.501 -0.249
H 2.084222 0.109663 1.889095 -0.979 -0.213 -0.887
H 0.881429 1.839290 0.625105 -1.141 3.586 1.536
H 1.260101 -1.184291 3.772302 0.088 -1.787 -0.403
```
Forces are in eV/Å.

Atomic partial charges in e from the Mulliken method, atoms 1 to 4: C -0.694; C -0.551; C -0.223; C 0.564



[2]
The following is a DFT calculation (the ωB97M-V functional and the def2-TZVPD basis) of 2 unconnected molecules or ions with the total composition C8H13NO2 in a non-equilibrium geometry.

As for the energy relative to the best compared isomer or geometry (same formula, charge and spin): 97.5 kcal/mol. As for the SMILES: C=C[C@H](C)O.C1=CCON=C1. As for the total charge: 0. Its largest force on an atom is 0.04556 Eh/bohr. Its gap between HOMO and LUMO is 9.03 eV.

Geometry as XYZ:
```
24
Properties=species:S:1:pos:R:3:forces:R:3
C 0.105401 -0.967351 1.406234 0.284 -0.181 -0.056
C -0.964481 -1.561806 0.486233 -0.239 0.192 0.254
C -2.276657 -1.612791 1.240561 -0.251 0.448 -0.157
C -3.344626 -0.852285 0.993954 0.111 0.003 0.058
C 1.085885 1.290038 -2.182954 -0.246 0.145 -1.031
C 1.624115 1.848046 0.422383 -1.378 1.401 0.825
C 2.649029 1.245138 -0.330778 0.738 -1.241 -1.844
C 2.372475 0.885639 -1.592182 0.831 0.029 0.665
H 0.180862 -1.520991 2.356214 -0.111 0.065 -0.389
H 1.087461 -0.995224 0.915417 -0.215 0.000 0.088
H -0.130267 0.072731 1.640430 -0.101 -0.139 -0.094
H -0.685564 -2.582747 0.193957 0.061 -0.033 0.187
H -1.717102 -1.153041 -1.251649 -0.095 0.020 -0.071
H -2.290450 -2.275274 2.109741 -0.015 0.015 -0.275
H -4.220237 -0.928247 1.628532 0.045 -0.065 0.010
H -3.414888 -0.089247 0.211695 0.327 -0.432 0.144
H 0.655513 0.481935 -2.813970 0.138 0.470 0.426
H 1.251678 2.174007 -2.848874 -0.094 -0.413 0.236
H 1.852379 2.167965 1.433645 -0.308 0.145 -0.017
H 3.611907 1.069555 0.113228 0.158 -0.173 0.143
H 3.091188 0.378971 -2.232602 -0.055 0.120 0.138
N 0.422171 2.075008 0.019642 0.851 -0.267 0.505
O -1.037028 -0.763994 -0.694165 0.042 -0.348 0.385
O 0.091237 1.613966 -1.224691 -0.479 0.239 -0.128
```
Forces are in eV/Å.

Atomic partial charges in e from the Mulliken method, atoms 1 to 4: C -1.122; C 0.374; C -0.286; C -0.749



[3]
The following is a DFT calculation (the ωB97M-V functional and the def2-TZVPD basis) of C8H13NO3 in the gas phase in a non-equilibrium geometry.

As for the energy relative to the best compared isomer or geometry (same formula, charge and spin): 53.9 kcal/mol. As for the SMILES: C/C(=N\OCCC(=O)O)C1CC1. As for the total charge: 0. Its largest force on an atom is 0.01979 Eh/bohr. Its gap between HOMO and LUMO is 10.36 eV.

Geometry as XYZ:
```
25
Properties=species:S:1:pos:R:3:forces:R:3
C 2.626713 -0.404584 -0.080574 0.111 0.216 0.344
C 1.327242 0.333342 -0.234273 -0.438 -0.372 -0.173
C -0.872777 -2.227480 -0.927010 -0.326 0.383 0.250
C -1.984960 -2.050583 0.132583 0.393 0.116 -0.380
C -2.964865 -0.894164 -0.067203 -0.450 -0.134 0.068
C 1.338811 1.796175 -0.040116 -0.248 0.421 0.017
C 0.094157 2.595056 0.275228 0.276 -0.138 -0.038
C 1.105753 2.340251 1.354142 0.422 0.526 -0.026
H 2.554995 -1.132288 0.734526 0.002 0.087 -0.116
H 2.883449 -0.954448 -0.976164 -0.089 -0.198 -0.260
H 3.445104 0.291898 0.131690 -0.251 -0.101 0.032
H -0.638834 -3.273134 -1.031064 0.126 -0.404 0.066
H -1.156780 -1.867761 -1.920325 -0.171 0.111 0.096
H -2.600770 -2.944950 0.134244 -0.064 -0.051 0.122
H -1.506667 -1.965518 1.121403 -0.175 0.013 -0.261
H -1.507104 0.229897 -0.621810 0.240 -0.139 0.088
H 2.125593 2.315880 -0.588912 -0.220 -0.179 0.025
H -0.852896 2.089067 0.377431 -0.010 -0.095 -0.136
H 0.027572 3.582576 -0.165421 0.048 -0.062 0.131
H 1.748712 3.173815 1.665373 -0.332 -0.490 -0.027
H 0.855704 1.614451 2.116627 -0.037 0.105 0.045
N 0.211254 -0.252592 -0.489023 0.903 0.415 0.219
O 0.363978 -1.631289 -0.554450 0.075 -0.088 -0.039
O -2.480303 0.273824 -0.508096 -0.371 -0.114 0.049
O -4.143083 -1.037440 0.161195 0.585 0.170 -0.095
```
Forces are in eV/Å.

Atomic partial charges in e from the Mulliken method, atoms 1 to 4: C -1.218; C 0.190; C -0.372; C -0.585



> total charge of number 1 (C8H13N5OS)?

+2